Computed, not measured: a single C10H16O3 molecule, with wB97M-V/def2-TZVPD.

For the HOMO-LUMO gap, the calculation gives 9.83 eV. Its energy above the lowest of the compared OMol25 structures with the same formula, charge and spin is 117.4 kcal/mol. As for the structure (SMILES): C#COC[C@H](O)/C(O)=C/CC(C)C. The HOMO energy is -9.06 eV. As for the total charge: 0. The lowest unoccupied orbital energy is 0.77 eV.

Each line ends with the Mulliken charge.
Cartesian coordinates (Å):
1 C -2.661 2.571 -0.837  -0.2202
2 C -3.373 1.909 -0.188  0.0514
3 O -4.030 0.960 0.408  -0.4825
4 C -3.333 -0.116 1.033  -0.4485
5 C -3.041 -1.241 0.048  -0.1118
6 O -2.986 -2.518 0.780  -0.5428
7 C -1.795 -0.977 -0.762  0.7931
8 O -2.177 -0.496 -2.031  -0.4732
9 C -0.540 -1.041 -0.299  -0.8082
10 C 0.659 -0.458 -0.921  -1.0262
11 C 1.771 -0.242 0.134  0.3064
12 C 3.030 0.104 -0.619  -1.4647
13 C 1.301 0.953 1.026  -0.9901
14 H -2.153 3.382 -1.356  0.3888
15 H -3.906 -0.474 1.810  0.3733
16 H -2.410 0.330 1.384  0.2174
17 H -3.859 -1.437 -0.726  0.3229
18 H -2.121 -2.548 0.987  0.3796
19 H -1.550 0.025 -2.383  0.3002
20 H -0.470 -1.276 0.750  0.3460
21 H 0.502 0.390 -1.549  0.6043
22 H 1.105 -1.252 -1.528  0.2638
23 H 1.871 -1.077 0.751  0.3958
24 H 2.922 0.813 -1.399  0.3572
25 H 3.408 -0.915 -1.054  0.3407
26 H 3.902 0.502 0.045  0.3398
27 H 0.131 0.821 1.227  0.0464
28 H 1.508 1.969 0.581  0.2890
29 H 1.742 0.924 1.952  0.4521

Forces on the atoms, in the same order (eV/Å):
C 2.5 3.7 -2.4
C -1.5 -3.4 1.9
O -1.4 0.6 0.0
C 1.6 1.0 -2.1
C -1.2 -2.1 -1.2
O -3.9 1.9 -1.6
C 0.0 0.7 -1.0
O -3.1 -3.5 3.2
C -2.0 0.9 0.0
C 1.6 -2.6 0.5
C -1.5 4.2 -1.1
C 3.1 -2.5 1.4
C -2.9 -0.1 -2.0
H -0.4 -0.8 0.5
H -1.4 -0.6 1.6
H 0.4 -0.3 0.4
H 0.8 0.8 1.3
H 4.7 -0.9 1.5
H 3.7 2.9 -1.9
H 0.1 -0.4 0.3
H -0.2 0.8 -0.2
H -0.1 0.1 -0.7
H 0.3 -1.6 0.8
H -0.4 0.6 -0.8
H -0.4 2.0 0.4
H -1.6 -0.7 -0.9
H 2.4 0.6 -0.5
H -0.4 -1.1 0.2
H 1.2 0.0 2.3